1.
Computed, not measured: C31H43AsAuN4O3PSTe as an isolated structure, with ωB97M-V/def2-TZVPD.

Its multiplicity is 1.

Last column: Mulliken charge in e.
Positions of all 86 atoms, in Å:
H (0.777, 2.457, -3.515)  0.3773
H (-0.807, 5.143, 0.750)  0.4444
C (1.143, -2.398, 0.507)  1.0110
H (1.240, -0.775, 4.467)  0.3507
H (1.979, 4.252, -2.537)  0.3565
C (0.143, -2.828, -0.544)  -1.3109
H (-6.189, -3.918, -0.578)  0.3469
H (-1.179, 3.566, 4.703)  0.4035
H (3.378, 4.125, -0.629)  0.3534
C (1.939, -1.210, 2.461)  0.1657
O (-1.730, 0.443, -4.097)  -0.6763
H (5.597, -2.658, 1.607)  0.3823
H (-0.630, -3.569, 3.100)  0.3595
H (0.157, 2.873, -1.934)  0.6809
C (-4.474, -2.274, 0.559)  -1.0611
C (-3.180, -4.212, 1.025)  -0.5950
C (-2.175, -3.432, 1.584)  1.3342
O (-1.129, 2.741, -4.755)  -0.6841
H (2.639, -3.474, -0.582)  0.4419
C (2.600, 3.370, -0.722)  -0.7263
H (-0.877, -2.605, -0.274)  -0.4269
C (3.504, -2.494, 1.110)  0.5735
C (0.861, -1.600, 1.638)  1.3743
H (-0.882, 2.875, -0.164)  0.6158
H (0.341, -2.315, -1.486)  0.4227
H (3.114, 2.729, -4.042)  0.3689
C (-4.316, -3.650, 0.458)  0.7039
N (2.221, 3.317, -2.211)  0.1865
N (3.863, 1.536, -2.503)  0.1920
C (1.773, -0.286, 3.652)  -2.0332
H (1.208, 0.611, 3.395)  0.3999
H (2.750, 0.029, 4.018)  0.4388
H (0.227, -3.901, -0.742)  0.4950
H (-3.900, 3.167, -4.105)  0.3413
N (-0.920, 0.603, 1.171)  0.0965
C (-1.088, 3.423, 3.631)  -0.6622
H (1.708, 3.673, -0.172)  0.2545
C (-1.029, -4.146, 2.267)  -1.8763
H (2.726, 0.357, -3.824)  0.4699
C (-3.842, 0.008, 1.337)  -1.6709
H (-0.945, 5.534, 3.204)  0.3679
H (-5.793, -5.220, 0.550)  0.3592
C (-2.280, -2.029, 1.538)  0.1425
S (-1.963, 1.897, -3.922)  0.9714
C (-3.495, -1.452, 1.125)  -0.0326
C (-5.374, -4.520, -0.176)  -1.6279
O (-1.948, 2.256, -2.501)  -0.7179
C (-0.955, 4.529, 2.800)  -0.8883
C (2.894, 0.451, -2.750)  -1.3417
C (-3.629, 2.167, -4.443)  -1.0250
H (3.333, -0.487, -2.405)  0.4182
C (1.020, 2.437, -2.443)  -1.5186
H (2.429, 0.170, 0.187)  -0.3873
H (-4.282, 1.420, -3.988)  0.2624
H (5.266, -2.707, -0.129)  0.3106
H (4.527, 0.681, -0.711)  0.3806
H (-1.235, 1.303, 3.806)  0.6087
H (4.041, -1.351, 2.837)  0.2820
H (1.220, 1.398, 0.460)  0.3436
C (3.425, 2.799, -3.001)  -0.7626
H (-3.072, -5.294, 1.042)  0.4503
H (-3.467, 0.647, 0.539)  0.1527
H (-4.954, -5.109, -0.995)  0.3400
C (-0.888, 3.014, 0.916)  -0.7524
H (-3.427, 0.390, 2.269)  0.3556
C (3.229, -1.659, 2.185)  -1.0811
Te (-2.516, -1.102, -2.678)  -0.0168
P (1.246, 0.680, -1.884)  0.8589
H (4.911, -4.108, 0.871)  0.3790
C (2.451, -2.833, 0.279)  -1.1447
N (3.070, 2.101, -0.279)  0.3114
C (4.897, -3.016, 0.852)  -1.6502
H (-4.926, 0.121, 1.380)  0.5622
C (2.007, 1.081, -0.222)  0.0913
C (-1.116, 2.132, 3.125)  -0.4774
C (-0.871, 4.303, 1.434)  -0.5136
H (-0.199, -4.345, 1.588)  0.2136
H (4.212, 3.544, -2.898)  0.3653
C (-0.990, 1.871, 1.739)  0.3634
Au (-1.309, 0.415, -0.896)  1.7089
H (5.020, 2.368, -0.974)  0.3036
As (-0.881, -0.868, 2.284)  0.5948
H (-3.655, 2.107, -5.530)  0.3622
H (-1.376, -5.102, 2.658)  0.5767
H (-5.397, -1.817, 0.210)  0.2928
C (4.202, 1.654, -1.080)  -1.0102

2.
Computed, not measured: C6H14O3 as an isolated structure, with ωB97M-V/def2-TZVPD.

Its multiplicity is 1.

Last column: natural (NBO) charge in e.
Positions of all 23 atoms, in Å:
C (0.130, -0.195, -2.581)  -0.6328
H (1.324, 1.614, -0.335)  0.1862
O (1.964, -0.075, 0.614)  -0.7469
H (-1.136, 1.491, 0.304)  0.2006
C (0.185, -0.138, -1.059)  0.2913
H (-2.124, 0.298, -0.619)  0.2096
C (-1.191, 0.856, -0.577)  -0.6741
H (-1.662, -1.697, 2.439)  0.2400
H (-1.707, 0.754, 2.484)  0.1814
H (-1.184, 1.567, -1.400)  0.2004
C (-0.791, -1.162, 2.096)  -0.7665
H (0.887, -0.894, -2.933)  0.2154
H (2.260, 0.482, -1.345)  0.1686
H (-0.840, -0.552, -2.915)  0.2199
H (1.052, 0.557, 1.862)  0.5216
C (-0.785, 0.204, 2.342)  0.3528
O (0.082, -1.379, -0.523)  -0.8068
H (0.323, 0.782, -3.019)  0.2062
C (1.487, 0.563, -0.569)  -0.1114
H (1.735, -1.015, 0.459)  0.5002
H (0.132, -1.686, 2.336)  0.2374
O (0.281, 0.984, 2.348)  -0.6716
H (-0.422, -1.359, 0.589)  0.4785

Calculated gap between HOMO and LUMO in order - 0.231 0.361 Ha
Calculated total energy in order - -136894.6254 -12589.0457 eV